Computed, not measured: 9 unconnected molecules or ions with the total composition C12H38O11 at a distorted geometry, with the ωB97M-V functional and the def2-TZVPD basis.

Last column: Mulliken charge in e.
Geometry (Å):
C: 6.07221 -0.41617 -3.48414  -1.361
C: 4.67909 -0.99424 -3.79503  0.514
C: 4.60202 -2.44920 -3.53071  -0.463
O: 3.54889 -2.58945 -2.68305  -0.305
C: 3.04475 -1.37924 -2.30452  0.579
O: 2.08075 -1.19672 -1.57514  -0.504
O: 3.65614 -0.39672 -3.00801  -0.293
H: 6.95326 -0.86069 -3.94702  0.386
H: 6.30191 -0.71509 -2.46141  0.274
H: 6.23267 0.65932 -3.55936  0.319
H: 4.54304 -0.93906 -4.87510  0.220
H: 5.52147 -2.68621 -2.99542  0.306
H: 4.59683 -2.88691 -4.52895  0.323
C: 3.94129 -0.64791 0.98681  -0.208
O: 4.44152 0.65801 0.57457  -0.489
H: 4.21544 -1.36990 0.21762  0.156
H: 4.41841 -0.98769 1.90605  0.297
H: 2.86352 -0.56035 1.12407  -0.057
H: 5.28645 0.33377 0.25432  0.299
C: 0.79607 1.02815 4.56092  -0.395
O: 0.72859 2.46653 4.22156  -0.504
H: 0.25869 0.41958 3.83363  0.065
H: 1.84982 0.74944 4.56615  0.293
H: 0.34298 0.95945 5.54991  0.259
H: 1.60983 2.60096 3.86525  0.300
C: 0.69695 -3.17446 2.88582  -0.577
O: -0.60744 -2.74547 3.15280  -0.468
H: 0.93665 -3.98694 3.57176  0.314
H: 0.85744 -3.39942 1.83143  0.275
H: 1.52721 -2.47263 2.96453  0.165
H: -0.79204 -2.25976 2.34558  0.300
C: -4.12943 2.81314 2.54349  -0.667
O: -4.58730 2.80730 1.17899  -0.468
H: -5.01372 2.87376 3.17788  0.286
H: -3.57957 1.93792 2.88952  0.256
H: -3.57708 3.69251 2.87473  0.309
H: -4.16686 3.52581 0.70090  0.213
C: -2.66179 3.41662 -1.58130  -0.280
O: -2.18056 4.60058 -1.03160  -0.533
H: -2.27178 2.46699 -1.21498  0.095
H: -3.71891 3.47422 -1.32194  0.124
H: -2.58581 3.36689 -2.66751  0.312
H: -2.88517 5.08745 -0.59793  0.335
C: -2.94144 -2.72445 -1.17001  -0.274
O: -3.36131 -2.61403 0.25025  -0.509
H: -3.22559 -1.81054 -1.69166  0.036
H: -1.87293 -2.58592 -1.33491  0.152
H: -3.29284 -3.70971 -1.47641  0.281
H: -3.13127 -1.75670 0.61587  0.365
C: -0.59087 0.02667 0.35891  -0.264
O: -1.69294 -0.26340 1.21745  -0.483
H: 0.26589 0.36642 0.94083  0.112
H: -0.34653 -0.93025 -0.10228  0.286
H: -0.72847 0.93811 -0.22286  0.113
H: -2.29153 0.45725 1.00777  0.136
C: -5.29308 0.49561 -1.82255  -0.746
O: -4.16058 0.66903 -0.99426  -0.299
H: -6.14717 0.52062 -1.14579  0.347
H: -5.35115 1.30977 -2.54495  0.254
H: -5.27146 -0.54188 -2.15608  0.213
H: -4.41323 1.32916 -0.34464  0.279

**Energy above the lowest of the compared OMol25 structures with the same formula, charge and spin**: 67.99 kcal/mol
**LUMO**: 0.014 hartree
**Total charge**: 0
**SMILES**: C[C@H]1COC(=O)O1.CO.CO.CO.CO.CO.CO.CO.CO
**Maximum force**: 3.11 eV/A
**Total energy**: -35576.8871 eV
**Gap between HOMO and LUMO**: 9.806 eV
**HOMO**: -0.3459 Ha